No. 1
C40H32Br2IrN3O3P | ωB97M-V with the def2-TZVPD basis set

ORCA input file:
```
! RIJCOSX wB97M-V def2-TZVPD def2/J DEFGRID3
* xyz 1 1
Ir -0.658 -0.381 -1.018
C -1.336 -4.058 -0.652
C -2.509 -3.133 -0.721
C -3.774 -3.737 -0.525
C -4.921 -3.016 -0.572
C -4.844 -1.636 -0.853
C -5.981 -0.802 -0.964
Br -7.712 -1.498 -0.644
C -5.854 0.515 -1.301
C -4.584 1.047 -1.532
Br -4.417 2.865 -2.007
C -3.429 0.291 -1.413
O -2.254 0.803 -1.619
C -3.559 -1.085 -1.056
N -2.386 -1.835 -0.959
H -1.686 -5.079 -0.520
H -0.680 -3.814 0.180
H -0.754 -4.011 -1.570
H -3.803 -4.800 -0.335
H -5.883 -3.484 -0.421
H -6.725 1.147 -1.395
O 5.989 0.920 -2.385
C 5.420 -0.093 -3.187
C 3.932 -0.096 -2.985
C 3.150 -1.140 -3.460
C 1.792 -1.136 -3.213
N 1.168 -0.168 -2.539
C 1.914 0.886 -2.166
C 3.286 0.948 -2.343
C 1.153 1.976 -1.552
C 1.531 3.304 -1.663
C 0.697 4.293 -1.171
C 1.052 5.755 -1.273
O 2.254 6.006 -1.959
C -0.489 3.893 -0.568
C -0.800 2.557 -0.488
N 0.008 1.604 -0.974
H 6.936 0.956 -2.547
H 5.815 -1.081 -2.928
H 5.625 0.079 -4.250
H 3.587 -1.963 -4.012
H 1.163 -1.930 -3.594
H 3.851 1.787 -1.965
H 2.458 3.567 -2.151
H 1.185 6.145 -0.261
H 0.211 6.298 -1.715
H 2.105 5.927 -2.907
H -1.181 4.615 -0.154
H -1.714 2.223 -0.022
C -2.494 -1.725 5.158
C -2.966 -2.055 3.894
C -2.328 -1.559 2.769
C -1.210 -0.736 2.910
C -0.747 -0.392 4.175
C -1.391 -0.895 5.297
P -0.319 -0.276 1.406
C 0.848 1.033 1.874
C 2.223 0.819 1.819
C 3.101 1.842 2.149
C 2.614 3.083 2.533
C 1.244 3.300 2.599
C 0.366 2.280 2.273
C 0.725 -1.682 1.069
C 1.441 -2.520 1.917
C 2.191 -3.528 1.341
C 2.172 -3.686 -0.046
C 1.411 -2.862 -0.862
C 0.660 -1.818 -0.310
H -2.990 -2.113 6.037
H -3.832 -2.694 3.786
H -2.694 -1.810 1.779
H 0.113 0.256 4.289
H -1.027 -0.636 6.283
H 2.611 -0.144 1.511
H 4.168 1.667 2.102
H 3.301 3.879 2.790
H 0.861 4.264 2.909
H -0.703 2.450 2.344
H 1.414 -2.383 2.992
H 2.773 -4.201 1.956
H 2.744 -4.488 -0.495
H 1.367 -3.100 -1.915
*
```

The lowest unoccupied orbital energy is -3.098 eV. The calculation puts the energy above the lowest of the compared OMol25 structures with the same formula, charge and spin at 44.27 kcal per mole. As for the HOMO energy: -0.3555 Ha.

Löwdin population analysis, charges in e, atoms 1 to 6: 1.278 -0.009 -0.289 -0.008 -0.011 -0.189

No. 2
C40H32N2O13SiTl | ωB97M-V with the def2-TZVPD basis set

ORCA input file:
```
! RIJCOSX wB97M-V def2-TZVPD def2/J DEFGRID3
* xyz -1 1
Tl 0.297 -0.287 0.524
O -0.952 0.221 -4.388
C -0.284 -0.652 -3.617
O 0.908 -0.716 -3.509
C -1.244 -1.577 -2.903
C -2.582 -1.638 -3.284
C -3.431 -2.452 -2.562
C -2.923 -3.155 -1.481
C -1.574 -3.020 -1.173
N -0.749 -2.254 -1.877
C -0.937 -3.685 0.030
O -1.662 -4.659 0.636
O 0.137 -3.387 0.456
H -0.571 1.126 -4.235
H -2.929 -1.037 -4.109
H -4.480 -2.524 -2.819
H -3.598 -3.762 -0.889
H -2.496 -4.800 0.175
O 0.803 1.943 3.967
C 0.141 1.538 3.026
O 0.456 1.630 1.782
C -1.215 0.861 3.350
C -2.198 0.809 2.179
C -3.613 0.508 2.671
C -3.507 -0.987 3.056
C -2.050 -1.289 2.708
O -1.862 -0.456 1.524
C -1.128 -0.649 3.759
C 0.258 -1.308 3.724
O 0.674 -1.872 4.726
O 0.839 -1.265 2.584
H -1.648 1.425 4.177
H -2.094 1.620 1.465
H -3.896 1.152 3.503
H -4.330 0.650 1.867
H -3.694 -1.169 4.113
H -4.195 -1.600 2.474
H -1.820 -2.323 2.460
H -1.525 -0.805 4.761
C 3.355 -4.875 -0.402
C 2.899 -4.139 -1.487
C 2.773 -2.763 -1.390
C 3.124 -2.107 -0.206
C 3.577 -2.858 0.881
C 3.688 -4.237 0.784
Si 2.896 -0.281 -0.040
C 3.755 0.541 1.369
C 3.473 0.317 2.718
C 4.197 0.979 3.699
C 5.212 1.854 3.346
C 5.505 2.085 2.009
C 4.772 1.442 1.024
C 3.010 0.683 -1.614
C 2.254 1.841 -1.798
C 2.353 2.566 -2.976
C 3.221 2.146 -3.974
C 3.988 1.004 -3.801
C 3.880 0.273 -2.628
H 3.439 -5.952 -0.476
H 2.622 -4.641 -2.406
H 2.365 -2.198 -2.221
H 3.817 -2.368 1.815
H 4.020 -4.812 1.638
H 2.670 -0.352 3.001
H 3.936 0.826 4.737
H 5.766 2.378 4.115
H 6.289 2.779 1.733
H 4.982 1.652 -0.018
H 1.567 2.171 -1.028
H 1.730 3.436 -3.120
H 3.290 2.707 -4.898
H 4.657 0.673 -4.586
H 4.467 -0.629 -2.508
O -0.902 2.562 -2.942
C -1.374 1.911 -1.990
O -0.899 0.844 -1.522
C -2.708 2.393 -1.456
C -3.635 1.490 -0.952
C -4.909 1.911 -0.588
C -5.254 3.249 -0.675
C -4.303 4.134 -1.154
C -3.048 3.736 -1.565
N -4.667 5.562 -1.254
O -5.801 5.878 -0.944
O -3.819 6.336 -1.646
H -3.343 0.451 -0.860
H -5.637 1.196 -0.227
H -6.230 3.611 -0.386
H -2.344 4.441 -1.981
*
```

The lowest unoccupied orbital energy is 1.566 eV. The calculation puts the energy above the lowest of the compared OMol25 structures with the same formula, charge and spin at 47.35 kcal per mole. As for the HOMO energy: -0.2139 Ha.

Löwdin population analysis, charges in e, atoms 1 to 6: 1.087 0.077 -0.473 0.139 -0.166 0.019

No. 3
C40H33BCl7F5N3O2PSi2W | ωB97M-V with the def2-TZVPD basis set

ORCA input file:
```
! RIJCOSX wB97M-V def2-TZVPD def2/J DEFGRID3
* xyz -2 1
W 0.853 -0.590 -0.054
O 1.293 2.832 1.596
C 0.369 2.496 0.874
O 0.355 1.442 0.126
C -0.835 3.438 0.805
C -0.717 4.584 1.600
C -1.741 5.502 1.709
C -2.923 5.291 1.009
C -3.043 4.171 0.210
C -2.017 3.226 0.094
P -2.191 1.833 -1.119
C -4.006 1.593 -1.116
C -4.703 1.505 0.090
C -6.031 1.105 0.120
C -6.687 0.776 -1.058
C -5.996 0.832 -2.261
C -4.666 1.226 -2.291
C -1.852 2.934 -2.556
C -0.527 2.926 -2.991
C -0.112 3.768 -4.010
C -1.024 4.619 -4.623
C -2.346 4.628 -4.201
C -2.755 3.795 -3.167
H 0.210 4.711 2.141
H -1.621 6.377 2.339
H -3.741 6.000 1.075
H -3.958 4.021 -0.350
H -4.197 1.739 1.021
H -6.547 1.037 1.070
H -7.722 0.454 -1.036
H -6.485 0.542 -3.183
H -4.121 1.209 -3.225
H 0.175 2.234 -2.538
H 0.920 3.738 -4.339
H -0.707 5.267 -5.432
H -3.064 5.287 -4.675
H -3.789 3.816 -2.842
C 4.227 -3.290 1.884
Si 3.897 -1.533 1.314
C 4.831 -1.303 -0.281
C 4.626 -0.442 2.656
N 2.098 -1.279 1.266
C 1.575 -1.580 2.584
C 1.251 -2.863 3.007
C 0.771 -3.098 4.288
C 0.630 -2.051 5.187
C 0.985 -0.769 4.798
C 1.455 -0.555 3.517
F 1.833 0.677 3.176
H 3.963 -3.453 2.930
H 5.307 -3.439 1.779
H 3.721 -4.033 1.269
H 4.208 -0.965 -1.102
H 5.631 -0.576 -0.126
H 5.267 -2.258 -0.578
H 5.624 -0.835 2.877
H 4.049 -0.478 3.580
H 4.727 0.598 2.350
H 1.339 -3.673 2.301
H 0.496 -4.105 4.573
H 0.242 -2.226 6.182
H 0.891 0.084 5.458
Cl -1.436 1.016 3.099
C -2.308 -0.407 2.633
C -3.467 -0.696 3.333
C -4.229 -1.800 2.991
C -3.815 -2.600 1.938
C -2.655 -2.302 1.247
Cl -2.205 -3.318 -0.067
C -1.830 -1.199 1.566
N -0.685 -0.939 0.894
H -3.762 -0.038 4.140
H -5.138 -2.029 3.532
H -4.391 -3.463 1.631
Cl 1.171 -4.644 0.073
Si 1.027 -2.967 -1.239
Cl -0.261 -3.794 -2.625
Cl 2.881 -3.118 -2.208
F -0.925 -1.557 -4.472
B -1.509 -0.847 -3.424
F -0.618 -0.845 -2.279
F -2.723 -1.419 -3.038
F -1.714 0.480 -3.829
Cl 3.857 1.928 0.154
C 3.725 1.751 -1.562
C 4.532 2.550 -2.355
C 4.451 2.467 -3.735
C 3.549 1.581 -4.307
C 2.749 0.783 -3.508
Cl 1.617 -0.268 -4.268
C 2.803 0.824 -2.092
N 2.026 0.036 -1.317
H 5.212 3.240 -1.874
H 5.073 3.095 -4.360
H 3.447 1.500 -5.381
*
```

The lowest unoccupied orbital energy is 4.216 eV. The calculation puts the energy above the lowest of the compared OMol25 structures with the same formula, charge and spin at 25.04 kcal per mole. As for the HOMO energy: -0.0879 Ha.

Löwdin population analysis, charges in e, atoms 1 to 6: 1.552 -0.016 -0.626 -0.268 -0.145 -0.035